Molecular formula: C24H70CaNO29P7
Method: DFT, wB97M-V/def2-TZVPD

```
132
Properties=species:S:1:pos:R:3:mulliken_charge:R:1
Ca -0.08 0.15 -0.15 2.3610
C 0.55 2.97 -2.04 -0.2077
O 0.51 1.86 -1.46 -0.4431
N 1.57 3.83 -1.94 0.3178
C 2.74 3.61 -1.04 -0.5081
C 1.57 5.19 -2.58 -1.0223
H -0.17 3.43 -2.75 0.1605
H 2.80 2.54 -0.90 -0.2802
H 2.60 4.04 -0.05 0.0324
H 3.65 4.05 -1.44 0.5013
H 1.75 6.00 -1.87 0.3259
H 2.26 5.32 -3.41 0.3153
H 0.52 5.38 -2.82 0.3478
C 0.97 5.68 2.36 -0.8879
O 0.56 4.48 1.70 -0.1665
P 1.07 3.00 2.20 0.1040
O 0.27 1.86 1.58 0.1684
O 2.66 2.94 1.70 0.2011
C 3.67 3.76 2.31 -0.9590
O 1.17 3.05 3.84 -0.4544
C 0.93 1.95 4.67 0.2191
H 1.69 6.28 1.80 0.2532
H 1.34 5.56 3.38 0.3847
H -0.01 6.16 2.39 0.2813
H 3.26 4.20 3.22 0.3958
H 3.96 4.45 1.52 0.2727
H 4.53 3.17 2.64 0.2643
H 0.59 2.32 5.63 0.3945
H 1.74 1.29 4.97 -0.1233
H 0.10 1.41 4.20 -0.2448
C -2.88 -5.21 0.00 -1.0415
O -2.17 -4.04 0.37 0.2780
P -0.67 -3.70 -0.15 -1.0557
O -0.40 -2.21 -0.05 0.9136
O 0.23 -4.65 0.81 -0.2448
C 0.40 -4.44 2.18 -0.4065
O -0.52 -4.34 -1.64 -0.2249
C 0.75 -4.64 -2.24 -0.4038
H -3.74 -5.00 -0.63 0.2884
H -3.25 -5.72 0.89 0.2953
H -2.20 -5.98 -0.38 0.3190
H -0.18 -4.97 2.93 0.3226
H 0.18 -3.43 2.51 -0.1595
H 1.48 -4.57 2.33 0.2750
H 1.12 -3.95 -2.99 -0.1194
H 0.78 -5.57 -2.81 0.3630
H 1.43 -4.60 -1.39 0.3501
C 4.00 -2.81 -2.61 -0.4546
O 3.10 -1.87 -3.31 -0.4100
P 2.54 -0.47 -2.73 -0.1202
O 1.73 -0.60 -1.55 0.1814
O 3.93 0.42 -2.53 -0.1060
C 4.72 0.96 -3.57 -0.8536
O 1.92 0.22 -4.01 -0.2342
C 1.46 -0.44 -5.13 -0.5446
H 3.46 -3.76 -2.68 0.3264
H 4.11 -2.66 -1.53 -0.0490
H 5.03 -2.82 -2.96 0.3251
H 4.93 2.00 -3.30 0.2159
H 4.42 0.86 -4.62 0.3255
H 5.67 0.42 -3.51 0.3050
H 0.40 -0.30 -5.35 -0.0511
H 1.73 -1.49 -5.10 0.2814
H 1.97 0.09 -5.94 0.3754
C -2.34 0.45 -4.74 -0.4291
O -2.76 -0.77 -4.08 -0.2637
P -1.87 -1.51 -2.98 -0.6272
O -1.35 -0.60 -1.92 0.8411
O -2.85 -2.78 -2.47 -0.3512
C -4.14 -2.50 -1.89 -0.4900
O -0.67 -2.33 -3.73 0.3628
C -0.90 -2.99 -4.97 -1.1668
H -2.41 0.31 -5.82 0.3883
H -1.40 0.90 -4.42 0.0393
H -2.95 1.28 -4.40 0.1456
H -4.28 -2.53 -0.81 -0.0760
H -4.89 -3.22 -2.23 0.4260
H -4.50 -1.48 -2.04 0.2921
H -1.91 -3.03 -5.39 0.3793
H -0.65 -4.04 -4.80 0.3598
H -0.24 -2.68 -5.78 0.3096
C -2.87 3.75 1.62 -0.0806
O -3.09 3.92 0.18 -0.3536
P -3.25 2.48 -0.64 -0.7617
O -2.07 1.56 -0.58 1.6169
O -4.55 1.90 0.11 -0.3087
C -5.03 0.65 -0.25 -0.4314
O -3.86 2.81 -2.08 -0.0646
C -4.89 3.74 -2.17 -0.9202
H -2.29 4.57 2.07 0.2885
H -2.31 2.85 1.85 -0.4780
H -3.81 3.65 2.17 0.3781
H -5.35 0.76 -1.29 0.4100
H -5.82 0.23 0.37 0.4460
H -4.32 -0.17 -0.23 -0.3627
H -5.45 3.99 -1.27 0.3578
H -5.60 3.39 -2.92 0.3165
H -4.58 4.71 -2.58 0.3160
C -2.87 0.98 4.04 -0.2362
O -3.51 -0.16 3.61 -0.3254
P -2.59 -1.08 2.59 -0.0459
O -1.67 -0.32 1.70 0.5910
O -3.69 -2.06 1.80 0.2970
C -4.83 -2.56 2.53 -1.1289
O -1.87 -2.17 3.77 -0.5007
C -0.76 -1.72 4.44 -0.3618
H -3.59 1.79 3.93 0.3090
H -1.97 1.39 3.59 -0.3288
H -2.82 0.81 5.11 0.3741
H -4.45 -3.34 3.19 0.3207
H -5.66 -3.01 1.97 0.3157
H -5.26 -1.80 3.17 0.3531
H -1.20 -1.33 5.35 0.4085
H -0.25 -0.94 3.88 -0.1824
H -0.03 -2.48 4.72 0.3524
C 4.51 0.16 0.95 -0.4447
O 4.08 -0.21 2.25 -0.2115
P 2.65 -0.92 2.50 -0.8820
O 1.57 -0.52 1.52 1.4184
O 2.96 -2.54 2.47 -0.0741
C 3.85 -3.05 1.45 -0.7782
O 2.30 -0.69 4.12 -0.4611
C 3.34 -0.89 5.13 -0.8918
H 4.85 -0.65 0.31 0.2181
H 5.29 0.92 1.03 0.4418
H 3.72 0.76 0.50 -0.0893
H 3.93 -4.13 1.50 0.4731
H 4.86 -2.65 1.45 0.4137
H 3.42 -2.88 0.47 0.0363
H 3.69 0.14 5.21 0.3010
H 4.12 -1.60 4.84 0.2994
H 2.88 -1.19 6.07 0.2457
```

Computed properties:
Frontier orbital gap   0.3920 Ha
LUMO level   -3.2 eV
Energy above the lowest of the compared OMol25 structures with the same formula, charge and spin   4.602 eV
Total charge   +2
Energy   -6260.5177 Eh



Molecular formula: C24H70N6O8
Method: DFT, wB97M-V/def2-TZVPD

```
108
Properties=species:S:1:pos:R:3:mulliken_spin:R:1
O -0.61 3.35 -0.55 0.0000
H -0.06 3.67 0.17 0.0000
H -0.51 2.40 -0.53 0.0001
O -0.06 0.67 0.33 -0.0007
H -0.04 -0.28 0.38 0.0005
H 0.23 0.96 1.20 -0.0003
C 2.44 -2.34 -1.86 -0.0003
C 1.45 -3.02 -1.00 0.0024
C 1.82 -4.47 -0.55 0.0043
O 0.88 -5.05 0.36 0.0157
C 1.27 -6.16 1.03 -0.0043
N 1.30 -2.21 0.21 -0.0018
H 3.46 -2.34 -1.50 0.0000
H 2.05 -1.37 -2.17 0.0000
H 2.42 -3.02 -2.71 0.0000
H 0.49 -3.15 -1.51 -0.0046
H 2.78 -4.38 -0.04 -0.0005
H 2.04 -5.14 -1.38 -0.0014
H 2.09 -5.95 1.72 0.0027
H 1.47 -6.97 0.32 0.0006
H 0.43 -6.45 1.66 0.0012
H 2.26 -2.09 0.50 -0.0001
H 0.86 -2.87 0.83 -0.0013
C -2.54 -6.12 1.12 0.0551
C -2.37 -5.46 -0.29 0.0274
C -2.02 -3.92 -0.27 0.1530
O -2.05 -3.53 -1.66 0.0808
C -2.59 -2.21 -1.79 0.0118
N -1.28 -6.15 -0.85 0.6473
H -1.74 -5.95 1.85 -0.0024
H -2.75 -7.16 0.90 -0.0057
H -3.40 -5.62 1.56 0.0016
H -3.31 -5.58 -0.82 -0.0022
H -1.07 -3.75 0.25 0.0016
H -2.88 -3.51 0.26 0.0101
H -1.75 -1.55 -1.54 -0.0087
H -3.57 -2.05 -1.34 0.0087
H -2.78 -2.17 -2.86 0.0008
H -0.53 -5.71 -0.33 0.0039
H -1.06 -5.80 -1.77 0.0042
C -0.41 3.34 4.33 0.0000
C 0.94 2.76 3.89 0.0000
C 1.42 1.51 4.64 0.0001
O 2.86 1.52 4.42 0.0000
C 3.58 0.56 5.22 0.0000
N 0.81 2.57 2.49 0.0000
H -0.46 3.36 5.42 0.0000
H -1.21 2.78 3.86 0.0000
H -0.49 4.42 4.14 0.0000
H 1.77 3.44 4.08 0.0000
H 0.89 0.67 4.17 0.0000
H 1.16 1.63 5.69 0.0000
H 3.11 0.30 6.18 0.0000
H 4.64 0.79 5.32 0.0000
H 3.51 -0.34 4.62 0.0000
H 0.80 3.50 2.09 0.0000
H 1.71 2.23 2.18 0.0000
C 3.22 1.91 -0.94 -0.0001
C 4.65 1.38 -0.50 0.0000
C 5.89 2.24 -0.73 0.0000
O 7.04 1.44 -0.49 0.0000
C 8.29 2.13 -0.76 0.0000
N 4.53 0.89 0.81 0.0000
H 3.38 1.94 -2.02 0.0000
H 3.02 2.87 -0.47 0.0000
H 2.39 1.27 -0.65 0.0001
H 4.82 0.49 -1.10 0.0000
H 5.85 3.05 0.00 0.0000
H 5.90 2.53 -1.78 0.0000
H 8.56 2.64 0.17 0.0000
H 8.34 2.66 -1.71 0.0000
H 9.01 1.33 -0.90 0.0000
H 5.50 0.71 1.02 0.0000
H 4.26 1.72 1.32 0.0000
C -3.98 1.49 -2.99 -0.0001
C -3.51 1.14 -4.38 0.0001
C -2.08 1.69 -4.54 0.0001
O -1.16 1.00 -3.66 -0.0001
C 0.15 1.43 -3.39 0.0000
N -3.41 -0.27 -4.55 0.0002
H -3.84 2.56 -2.81 0.0000
H -3.51 0.97 -2.15 0.0002
H -5.04 1.30 -2.87 0.0001
H -4.13 1.54 -5.18 0.0000
H -2.04 2.77 -4.46 0.0000
H -1.92 1.64 -5.61 0.0000
H 0.30 2.44 -3.02 0.0000
H 1.02 1.24 -4.01 0.0000
H 0.50 0.83 -2.55 -0.0001
H -3.43 -0.53 -5.53 0.0000
H -2.46 -0.46 -4.24 -0.0001
C -5.62 1.13 0.27 0.0000
C -4.36 2.03 0.43 0.0000
C -4.59 2.96 1.68 0.0000
O -3.38 3.69 1.93 0.0000
C -3.18 4.89 1.15 0.0000
N -3.32 1.15 0.82 -0.0001
H -6.50 1.67 -0.06 0.0000
H -5.83 0.64 1.22 0.0000
H -5.59 0.34 -0.48 0.0000
H -4.01 2.53 -0.47 0.0000
H -4.83 2.33 2.54 0.0000
H -5.35 3.70 1.45 0.0000
H -2.17 5.29 1.22 0.0000
H -3.82 5.68 1.54 0.0000
H -3.35 4.66 0.10 0.0000
H -2.77 1.82 1.34 0.0000
H -2.83 1.01 -0.06 0.0003
```

Computed properties:
Frontier orbital gap (alpha / beta)   0.3213 / 0.1111 Ha
LUMO level (alpha / beta)   -2.1 / -7.8 eV
2S+1   2
Energy above the lowest of the compared OMol25 structures with the same formula, charge and spin   1.192 eV
Total charge   +1
Energy   -1886.3188 Eh



Molecular formula: C24H72BF4O18
Method: DFT, wB97M-V/def2-TZVPD

```
119
Properties=species:S:1:pos:R:3:mulliken_charge:R:1
B 0.23 0.51 -0.41 0.5952
F 1.57 0.87 -0.24 -0.3980
F -0.01 -0.88 -0.26 -0.4205
F -0.59 1.11 0.51 -0.3745
F -0.14 0.93 -1.67 -0.4033
O -0.21 4.71 -3.17 -0.6580
H -0.01 5.20 -2.37 0.3144
H -0.18 3.79 -2.91 0.3442
O 0.19 5.22 1.00 -0.6236
H 1.07 5.43 1.33 0.2858
H 0.14 4.27 1.05 0.3370
C 1.14 -2.38 4.31 -0.2810
C 0.13 -3.51 4.45 -0.3591
O 0.79 -4.82 4.31 -0.5213
O 2.01 -2.26 5.44 -0.5442
H 0.65 -1.41 4.27 0.2560
H 1.66 -2.35 3.35 0.2986
H -0.64 -3.43 3.68 0.2696
H -0.30 -3.51 5.45 0.2771
H 1.29 -4.75 3.50 0.3039
H 2.45 -1.41 5.48 0.3004
C -1.87 -5.59 -2.08 -0.2548
C -1.95 -6.64 -0.93 -0.5407
O -3.12 -7.43 -1.11 -0.5098
O -2.94 -4.68 -1.90 -0.5216
H -1.85 -5.97 -3.10 0.2767
H -0.95 -5.02 -2.14 0.3356
H -2.04 -6.22 0.07 0.2979
H -1.05 -7.26 -0.91 0.3003
H -3.72 -6.92 -0.55 0.3200
H -2.80 -3.91 -2.45 0.2968
C -6.34 1.31 -5.46 -0.4956
C -5.81 0.21 -4.50 -0.3045
O -5.74 -1.03 -5.12 -0.4778
O -7.66 1.09 -5.83 -0.5354
H -5.78 1.39 -6.39 0.2831
H -6.18 2.27 -4.98 0.3097
H -6.41 0.12 -3.59 0.3014
H -4.82 0.63 -4.32 0.2525
H -6.60 -1.06 -5.55 0.3349
H -8.21 1.01 -5.05 0.3315
C -6.07 -2.31 3.98 -0.3495
C -5.52 -1.45 2.85 -0.3922
O -4.35 -0.69 3.22 -0.5290
O -6.38 -1.45 5.08 -0.5149
H -5.38 -3.09 4.29 0.2274
H -7.00 -2.80 3.69 0.2728
H -6.22 -0.69 2.49 0.2948
H -5.45 -2.10 1.98 0.3567
H -3.71 -0.74 2.51 0.2827
H -5.65 -0.84 4.94 0.3501
C 5.83 2.04 -3.83 -0.3871
C 5.74 1.26 -5.10 -0.2325
O 6.97 0.65 -5.26 -0.4917
O 4.65 2.75 -3.60 -0.5415
H 6.66 2.73 -3.95 0.3337
H 6.01 1.40 -2.96 0.2321
H 5.49 1.93 -5.92 0.2502
H 4.92 0.56 -4.99 0.2193
H 7.69 1.28 -5.22 0.2967
H 4.16 2.33 -2.89 0.3237
C 5.18 2.57 2.81 -0.3501
C 5.58 1.55 3.91 -0.3941
O 4.92 1.68 5.17 -0.5150
O 5.74 3.83 3.12 -0.5093
H 4.10 2.70 2.71 0.3236
H 5.46 2.12 1.86 0.2408
H 6.67 1.63 3.94 0.2663
H 5.34 0.54 3.60 0.3227
H 4.95 2.56 5.57 0.2868
H 5.08 4.47 2.87 0.3292
C 7.81 -2.95 -2.22 -1.3805
C 6.49 -3.74 -2.36 0.4771
C 5.29 -3.20 -1.48 -1.0946
O 6.11 -3.45 -3.62 -0.5248
H 8.32 -3.39 -1.36 0.3430
H 7.58 -1.89 -2.07 0.3195
H 8.58 -2.95 -2.99 0.4139
H 6.56 -4.83 -2.28 0.2738
H 5.25 -2.11 -1.57 0.1710
H 5.47 -3.54 -0.46 0.3417
H 4.30 -3.62 -1.65 0.3493
H 6.56 -2.68 -3.96 0.3100
C -6.03 5.29 0.83 -1.1922
C -5.05 6.19 1.58 0.6821
C -4.51 5.48 2.84 -1.3956
O -3.96 6.57 0.83 -0.5511
H -6.30 5.65 -0.16 0.3367
H -6.89 5.28 1.50 0.3341
H -5.69 4.26 0.70 0.2618
H -5.56 7.06 1.98 0.1793
H -5.28 4.99 3.44 0.3523
H -4.03 6.16 3.54 0.3475
H -3.76 4.75 2.57 0.3461
H -3.13 6.11 0.97 0.2950
C 0.80 -2.88 -8.60 -1.2984
C 1.68 -2.89 -7.38 0.5104
C 0.90 -2.44 -6.16 -1.2186
O 2.06 -4.26 -7.18 -0.5742
H -0.21 -3.27 -8.48 0.3105
H 1.34 -3.38 -9.40 0.3466
H 0.80 -1.88 -9.04 0.3715
H 2.59 -2.29 -7.44 0.2676
H 0.11 -3.17 -6.02 0.2889
H 0.43 -1.45 -6.20 0.3348
H 1.59 -2.30 -5.33 0.3496
H 2.76 -4.24 -6.52 0.3126
C -0.47 3.37 6.92 -1.1910
C -1.64 3.01 7.92 0.3420
C -1.54 1.63 8.50 -1.2307
O -1.53 3.91 9.02 -0.5589
H -0.73 3.01 5.93 0.3390
H 0.47 2.93 7.26 0.2745
H -0.34 4.45 6.77 0.3405
H -2.55 3.31 7.41 0.3114
H -0.65 1.32 9.04 0.3604
H -1.62 0.85 7.73 0.3459
H -2.46 1.52 9.07 0.3323
H -0.75 3.66 9.51 0.3359
```

Computed properties:
Frontier orbital gap   0.3664 Ha
LUMO level   1.7 eV
Total charge   -1
Energy   -2736.3252 Eh



Molecular formula: C24H72CaF2NO28S2
Method: DFT, wB97M-V/def2-TZVPD

```
130
Properties=species:S:1:pos:R:3:mulliken_charge:R:1
Ca -1.51 -1.45 1.87 1.7308
N 0.06 -0.45 0.57 1.7789
S 0.39 1.07 0.43 -1.2972
O 0.15 1.66 -0.88 -0.0024
O 1.49 1.51 1.24 -0.3599
F -0.85 1.65 1.31 -0.1656
S 0.93 -0.88 -0.78 -1.2008
O 2.28 -0.36 -0.95 -0.3089
O 0.11 -1.21 -1.90 0.4540
F 1.18 -2.39 -0.26 -0.2552
C -1.20 2.00 -4.08 0.6611
C -1.73 2.78 -5.32 -0.7981
O -0.70 3.67 -5.86 -0.5404
O -1.10 2.79 -2.92 -0.6194
H -0.22 1.57 -4.32 0.1554
H -1.86 1.16 -3.86 -0.2515
H -2.70 3.21 -5.10 0.3725
H -1.94 1.98 -6.04 0.3657
H 0.06 3.18 -6.19 0.2982
H -0.52 2.31 -2.32 0.5040
C 1.03 -1.40 3.66 0.5658
C 0.04 -0.70 4.63 -0.6416
O -0.94 -0.08 3.78 -0.4740
O 0.43 -2.49 3.00 -0.5665
H 1.79 -1.74 4.36 0.6040
H 1.48 -0.65 3.01 -0.3430
H 0.41 0.13 5.23 0.1452
H -0.48 -1.33 5.36 0.4516
H -1.38 0.59 4.31 0.1105
H 1.05 -3.19 2.77 0.1620
C 3.43 0.20 -3.71 0.5374
C 4.73 0.26 -2.88 -0.6706
O 5.85 -0.30 -3.54 -0.5794
O 3.13 -1.15 -3.89 -0.5624
H 3.81 0.65 -4.63 0.4626
H 2.63 0.72 -3.18 -0.3151
H 4.57 -0.38 -2.01 0.1910
H 5.02 1.22 -2.44 0.3904
H 5.79 -1.26 -3.55 0.3786
H 3.49 -1.68 -3.18 0.3112
C -1.98 -2.75 -5.62 -0.7956
C -1.17 -1.77 -4.77 0.5138
O 0.01 -2.39 -4.27 -0.6016
O -2.37 -4.01 -5.09 -0.5400
H -1.35 -2.93 -6.50 0.3707
H -2.91 -2.28 -5.94 0.3605
H -1.71 -1.43 -3.88 -0.3692
H -1.01 -0.87 -5.37 0.2649
H 0.21 -1.90 -3.47 0.6430
H -2.73 -4.49 -5.84 0.3036
C 4.00 -1.50 1.47 0.7351
C 4.57 -1.55 2.88 -0.5225
O 5.99 -1.64 2.90 -0.5668
O 4.34 -2.63 0.74 -0.5821
H 4.40 -0.63 0.96 0.3384
H 2.91 -1.46 1.43 -0.7076
H 4.10 -2.44 3.30 0.3465
H 4.25 -0.61 3.34 0.1681
H 6.30 -2.52 2.72 0.3326
H 3.85 -3.36 1.12 0.2438
C 2.54 1.70 4.18 1.3191
C 2.94 3.13 4.44 -0.7477
O 2.03 3.65 5.45 -0.5455
O 2.85 0.80 5.22 -0.6040
H 3.09 1.40 3.29 -0.0797
H 1.47 1.63 3.96 -0.6686
H 2.85 3.66 3.49 0.2953
H 4.01 3.18 4.66 0.3533
H 1.73 4.48 5.08 0.3256
H 2.27 0.92 5.98 0.3775
C -3.91 3.58 -0.32 -0.2740
C -5.37 3.04 -0.54 -0.7219
O -5.46 2.62 -1.90 -0.6262
O -2.91 2.65 -0.56 0.6165
H -3.90 3.99 0.69 0.2999
H -3.72 4.38 -1.02 0.2885
H -6.08 3.86 -0.42 0.4447
H -5.69 2.22 0.10 0.1584
H -4.99 1.78 -1.95 0.3628
H -2.58 2.79 -1.45 -0.0124
C -4.24 -0.93 -1.59 -0.2679
C -4.22 -0.67 -0.06 -0.9063
O -3.03 -0.12 0.53 0.3095
O -3.94 0.16 -2.38 -0.4855
H -5.23 -1.25 -1.90 0.5741
H -3.52 -1.73 -1.79 -0.0004
H -4.41 -1.65 0.38 0.6845
H -4.96 0.07 0.26 0.3203
H -2.88 0.72 0.10 -0.4097
H -4.33 0.03 -3.25 0.2867
C 1.78 -5.40 0.29 0.3782
C 2.87 -6.49 0.24 -0.9179
O 4.09 -6.06 0.71 -0.4606
O 1.61 -4.98 1.65 -0.4149
H 0.94 -5.93 -0.18 -0.0836
H 2.07 -4.55 -0.33 0.0930
H 3.00 -6.70 -0.82 0.4189
H 2.62 -7.42 0.75 0.4336
H 4.72 -6.77 0.59 0.3107
H 1.84 -5.71 2.24 0.2832
C -1.42 3.09 4.53 0.2766
C -2.59 3.75 3.80 -0.2499
O -3.62 4.29 4.63 -0.5780
O -1.99 1.91 5.10 -0.5739
H -1.06 3.70 5.36 0.3379
H -0.62 2.86 3.83 -0.2290
H -2.95 3.07 3.03 -0.0169
H -2.21 4.59 3.22 0.3226
H -3.28 4.92 5.27 0.3557
H -2.67 2.24 5.69 0.3598
C 0.96 4.77 -0.69 0.0605
C -0.29 4.91 0.16 0.2125
O 0.20 5.55 1.38 -0.5449
O 1.55 6.03 -1.00 -0.6173
H 0.60 4.21 -1.55 0.1390
H 1.67 4.18 -0.12 0.1763
H -0.76 3.98 0.45 -0.5656
H -1.03 5.55 -0.33 0.5099
H -0.01 6.48 1.30 0.3032
H 2.45 5.79 -1.24 0.3763
C -1.19 -4.82 -1.39 -0.2992
C -1.74 -4.47 0.05 -0.4729
O -1.98 -3.13 0.29 -0.4025
O -2.33 -4.54 -2.24 -0.5758
H -0.90 -5.86 -1.29 0.3951
H -0.38 -4.16 -1.70 0.2373
H -0.92 -4.68 0.74 0.1776
H -2.57 -5.05 0.46 0.4385
H -2.71 -2.94 -0.29 -0.1167
H -2.02 -4.34 -3.12 0.2415
```

Computed properties:
Frontier orbital gap   0.3045 Ha
LUMO level   -3.2 eV
Total charge   +1
Energy   -4792.4638 Eh



The records above give, respectively, strongest force on any atom values of 5.81; 3.47; 4.64; 6.99 eV/A.